Formula: C17H16CeN3
Source: the OMol25 dataset
Level of theory: ωB97M-V/def2-TZVPD

energy: -1296.0977 Eh
spin multiplicity: 2
net charge: +2
LUMO level (alpha / beta): -7.7875 / -7.7792 eV
F_max: 0.22970 hartree/bohr

Last column: Löwdin charge in e.
CARTESIAN COORDINATES (ANGSTROEM)
C: -1.00028 -0.89048 1.69471  -0.125
C: 2.58404 1.70380 -2.92208  0.008
H: 1.99159 2.57832 -2.63579  0.100
H: -4.35326 1.64223 -2.58443  0.103
C: -2.30361 -0.42746 0.93539  -0.097
C: 2.48831 -0.17681 0.34135  -0.098
C: -0.82989 -1.57308 2.87219  0.068
C: 4.41073 0.81338 -1.43925  0.042
H: -2.84103 0.78393 -2.92946  0.104
C: -4.68476 0.34270 -0.32051  0.043
H: 2.63762 -1.67925 2.94083  0.132
C: 1.65142 -1.44282 2.56377  0.067
H: -5.61047 0.63902 -0.80341  0.140
H: -1.66501 -1.90467 3.47484  0.133
C: -3.53489 -0.73821 1.51510  0.028
C: 0.50165 -1.84890 3.30604  0.089
H: -3.59982 -1.27775 2.45261  0.127
H: 4.18958 -0.87367 1.49281  0.126
H: 3.41891 2.04536 -3.54200  0.103
C: -4.72056 -0.35229 0.88553  0.029
N: -2.29211 0.29348 -0.31482  -0.079
H: 0.64601 -2.39030 4.23960  0.141
C: -3.45804 0.64832 -0.89117  -0.269
H: -2.81141 2.32663 -2.03958  0.100
C: 3.05900 0.98747 -1.69606  -0.270
H: -5.67787 -0.59578 1.33951  0.139
Ce: -0.08055 0.33502 -0.46046  1.246
N: 0.16665 -0.59239 1.13908  -0.262
C: 1.45891 -0.76128 1.38887  -0.124
C: 3.84767 -0.35499 0.60499  0.026
N: 2.10648 0.52459 -0.86190  -0.074
H: -0.11671 -1.54806 -1.54667  -0.114
H: 1.96197 1.03562 -3.52567  0.104
H: 5.15964 1.19499 -2.12575  0.140
C: 4.80353 0.14018 -0.28526  0.028
C: -3.36441 1.39364 -2.18638  0.008
H: 5.86095 -0.00051 -0.07655  0.139

---

Formula: C6H10
Source: the OMol25 dataset
Level of theory: ωB97M-V/def2-TZVPD

SMILES: C1CC1C1CC1
energy: -234.5397 Eh
energy above the lowest of the compared OMol25 structures with the same formula, charge and spin: 164.8 kJ/mol
LUMO level: 1.3541 eV
F_max: 0.01268 hartree/bohr

Last column: Löwdin charge in e.
CARTESIAN COORDINATES (ANGSTROEM)
H: 1.08948 -0.43452 -1.42426  0.098
H: -2.20413 1.13022 0.57144  0.099
H: 0.47970 1.56095 0.79126  0.140
H: -1.45682 0.48612 -1.54509  0.105
C: -0.57817 -0.33874 0.32680  -0.312
H: 2.07965 1.11635 -1.24831  0.099
H: 1.84543 -1.21756 0.81342  0.097
H: -1.67991 -1.30390 -1.35194  0.097
C: -1.52140 -0.35191 -0.84814  -0.120
C: 1.91846 -0.15277 0.60501  -0.120
C: 0.61405 0.55835 0.38940  -0.276
H: -0.39241 -1.35985 0.66197  0.139
C: 1.52802 0.30978 -0.77345  -0.121
C: -1.99482 0.06538 0.53045  -0.118
H: 2.71670 0.36520 1.12878  0.097
H: -2.57484 -0.50256 1.25672  0.097

---

Formula: C10H16N5NiO3PS2
Source: the OMol25 dataset
Level of theory: ωB97M-V/def2-TZVPD

energy: -3536.2739 Eh
spin multiplicity: 2
net charge: -1
energy above the lowest of the compared OMol25 structures with the same formula, charge and spin: 0.0 kJ/mol
LUMO level (alpha / beta): 2.6452 / 2.6449 eV
F_max: 0.02445 hartree/bohr

Last column: Löwdin charge in e.
CARTESIAN COORDINATES (ANGSTROEM)
N: 1.90899 0.20405 -3.96432  0.117
N: -0.00441 1.82297 0.19839  0.168
H: -4.18774 1.82300 0.63953  0.088
C: -5.18543 -3.13568 2.03126  -0.080
H: -3.41812 -3.59167 0.87311  0.102
O: -3.06085 -2.08529 2.24434  -0.337
O: 2.49806 -1.15008 0.42050  -0.164
C: 2.53775 -1.04148 -1.79889  -0.323
H: 0.51657 -5.23880 3.11587  0.072
H: -5.55200 -2.43209 1.28389  0.076
C: 2.17419 -0.35179 -2.99080  -0.213
H: -2.82696 0.99408 1.42453  0.037
C: -3.25390 1.96542 1.18660  -0.047
S: -1.44033 -1.46180 -0.18382  0.319
N: -2.31326 2.71068 0.36348  -0.204
O: -0.93517 -3.25354 2.11204  -0.360
C: 3.34895 -2.21356 -1.88148  -0.209
H: -5.69646 -4.09050 1.89611  0.072
H: 1.09514 -2.93592 2.31585  0.100
C: -2.64549 4.07172 0.00014  -0.061
H: -2.81081 4.69224 0.88804  0.084
S: -0.58661 -0.42863 2.80486  0.343
H: -1.83449 4.50091 -0.58286  0.090
H: -3.55469 4.08221 -0.60495  0.084
Ni: 0.48192 -0.41924 0.74919  -0.158
H: 1.65325 -5.31518 1.75604  0.077
N: 2.14691 -0.53823 -0.63769  -0.108
C: 0.41244 -3.57318 1.74985  -0.324
C: -1.05983 2.28569 0.28430  -0.294
H: -5.42960 -2.74599 3.02001  0.075
N: 4.00669 -3.15563 -1.96062  0.128
H: -3.32259 -4.10616 2.56236  0.113
H: 0.55675 -3.36202 0.68811  0.087
P: -1.56057 -1.80132 1.77132  -0.132
H: -0.06414 -5.65579 1.49494  0.074
C: -3.69234 -3.32572 1.89699  -0.304
C: 0.64083 -5.03619 2.05102  -0.077
H: -3.46128 2.49794 2.12055  0.089